16
Properties=species:S:1:pos:R:3:mulliken_charge:R:1 method="wB97M-V/def2-TZVPD" fmax_ha_per_bohr=0.135 total_charge=0 lumo_energy_ev=-0.6446 orbital_gap_ev=7.553 relative_energy_kcal_mol=106.5 homo_energy_ev=-8.198 molar_mass_g_mol=115.20
C -0.153 0.573 2.217 -0.81
C 0.175 0.339 0.721 0.41
C -0.677 -0.489 -0.017 0.60
C -1.537 -1.557 0.703 -1.26
C -0.588 -0.893 -1.400 -0.38
H -1.239 0.842 2.118 0.29
H -0.345 -0.539 2.550 0.19
H 0.615 1.224 2.765 0.33
H -2.665 -1.345 1.316 0.22
H -1.893 -2.189 -0.177 0.32
H -0.882 -2.130 1.509 0.31
H -0.859 -2.069 -1.820 0.16
H 0.677 0.546 -1.863 0.23
H 0.476 -0.868 -3.195 0.35
N -0.104 0.043 -2.384 -0.49
S 1.470 1.150 0.009 -0.47